C42H40FI4N7O5Sc as an isolated structure, computed with the ωB97M-V functional and the def2-TZVPD basis.

```
100
C42H40FI4N7O5Sc the ωB97M-V functional and the def2-TZVPD basis
Sc -1.74 -0.09 0.75
I 1.29 6.69 2.74
C 0.83 4.82 1.94
C 1.84 3.91 1.70
C 1.50 2.66 1.19
I 3.03 1.25 0.93
C 0.19 2.28 0.89
O -0.09 1.08 0.42
C -0.82 3.24 1.16
C -2.25 2.92 0.84
N -2.78 1.76 1.60
C -2.85 2.00 3.03
C -1.55 1.62 3.69
C -1.10 2.21 4.86
C 0.11 1.81 5.39
C 0.83 0.82 4.73
C 0.30 0.28 3.57
N -0.87 0.67 3.06
C -0.49 4.48 1.67
H 2.87 4.15 1.92
H -2.35 2.68 -0.22
H -2.87 3.80 1.04
H -3.73 1.55 1.25
H -3.66 1.38 3.45
H -3.10 3.04 3.26
H -1.69 2.99 5.34
H 0.49 2.26 6.30
H 1.79 0.49 5.10
H 0.84 -0.48 3.02
H -1.28 5.20 1.87
I -7.32 -1.82 -4.50
C -5.75 -1.08 -3.34
C -5.32 0.23 -3.51
C -4.31 0.72 -2.70
I -3.70 2.70 -2.94
C -3.69 -0.05 -1.71
O -2.72 0.43 -0.97
C -4.18 -1.37 -1.54
C -3.65 -2.19 -0.40
N -3.75 -1.47 0.89
C -5.13 -1.26 1.35
C -5.89 -0.19 0.61
C -7.00 -0.51 -0.17
C -7.65 0.50 -0.86
C -7.19 1.80 -0.73
C -6.10 2.03 0.09
N -5.47 1.06 0.75
C -5.18 -1.87 -2.36
H -5.78 0.86 -4.26
H -4.19 -3.14 -0.34
H -2.59 -2.42 -0.56
H -3.27 -2.04 1.59
H -5.69 -2.20 1.29
H -5.07 -0.98 2.41
H -7.32 -1.54 -0.27
H -8.50 0.27 -1.49
H -7.66 2.62 -1.26
H -5.70 3.03 0.21
H -5.54 -2.88 -2.20
C 4.84 -4.49 0.70
C 4.39 -3.23 1.41
N 3.12 -2.71 0.88
C 1.99 -2.91 1.59
C 0.75 -2.49 1.21
C -0.41 -2.67 2.17
O -0.33 -3.55 3.01
O -1.35 -1.81 2.04
C 0.59 -1.85 -0.05
O -0.49 -1.44 -0.51
C 1.81 -1.67 -0.84
C 1.72 -0.96 -2.04
C 2.86 -0.62 -2.70
F 2.77 0.13 -3.82
C 4.13 -0.95 -2.21
C 4.21 -1.69 -1.05
C 3.06 -2.05 -0.33
N 5.34 -0.50 -2.81
C 5.44 -0.45 -4.26
C 6.90 -0.12 -4.62
N 7.76 -0.47 -3.44
C 7.49 0.45 -2.28
C 5.97 0.67 -2.21
H 5.79 -4.83 1.12
H 4.98 -4.32 -0.37
H 4.11 -5.28 0.82
H 5.14 -2.43 1.35
H 4.23 -3.42 2.47
H 2.09 -3.44 2.53
H 0.75 -0.64 -2.39
H 5.20 -1.97 -0.69
H 4.81 0.32 -4.72
H 5.15 -1.42 -4.67
H 7.05 0.95 -4.80
H 7.25 -0.67 -5.49
H 8.75 -0.45 -3.69
H 7.52 -1.42 -3.15
H 8.04 1.37 -2.44
H 7.87 -0.05 -1.39
H 5.68 1.59 -2.73
H 5.66 0.77 -1.17
```

## Properties
* total charge: +1
* HOMO energy: -9.05 eV
* spin multiplicity: 1
* gap between HOMO and LUMO: 5.87 eV
* F_max: 0.69 eV/Å

Mulliken population analysis, charges in e, atoms 1 to 8: atom 1 (Sc): -0.050, atom 2 (I): 0.060, atom 3 (C): -0.652, atom 4 (C): -0.512, atom 5 (C): 0.346, atom 6 (I): 0.173, atom 7 (C): -0.548, atom 8 (O): 0.463

***

C40H55BrEuFN4O8PS2 as an isolated structure at a distorted geometry, computed with the ωB97M-V functional and the def2-TZVPD basis.

```
113
C40H55BrEuFN4O8PS2 the ωB97M-V functional and the def2-TZVPD basis
Eu -10.97 16.03 10.68
C -6.51 13.78 16.53
C -6.23 15.29 16.48
C -6.36 15.98 17.81
C -6.51 17.51 17.73
C -7.62 17.90 16.81
C -8.21 19.15 16.84
C -9.10 19.54 15.91
F -9.63 20.82 15.89
C -9.62 18.67 14.94
C -8.95 17.43 14.76
C -9.19 16.61 13.57
O -10.17 16.91 12.78
C -8.25 15.46 13.39
C -7.18 15.30 14.23
N -7.16 15.87 15.49
C -7.92 17.02 15.76
C -8.45 14.47 12.31
O -7.76 13.42 12.40
O -9.35 14.66 11.41
H -6.07 13.40 17.42
H -6.22 13.29 15.60
H -7.61 13.72 16.60
H -5.24 15.52 16.09
H -5.55 15.67 18.42
H -7.27 15.54 18.24
H -5.55 17.97 17.35
H -6.56 17.89 18.79
H -7.85 19.88 17.55
H -10.30 19.06 14.20
H -6.42 14.56 14.00
C -7.69 23.00 7.01
C -7.77 22.86 8.56
C -6.40 23.02 9.21
C -8.73 24.02 9.06
C -8.33 21.44 8.85
C -9.35 21.22 9.78
C -9.83 19.92 9.95
Br -11.40 19.67 11.00
C -9.14 18.77 9.43
O -9.60 17.58 9.65
C -8.00 19.01 8.65
C -7.65 20.34 8.33
C -7.12 17.96 8.01
C -7.35 16.46 8.44
C -7.36 18.00 6.49
C -5.60 18.25 8.33
H -7.34 24.05 6.75
H -8.70 22.73 6.63
H -6.96 22.32 6.52
H -6.03 24.05 8.99
H -5.59 22.34 8.77
H -6.46 22.82 10.32
H -8.24 25.02 8.97
H -8.91 24.02 10.10
H -9.69 24.04 8.51
H -9.66 22.02 10.42
H -6.86 20.48 7.64
H -8.26 16.05 7.95
H -7.44 16.25 9.50
H -6.49 15.86 8.09
H -8.44 17.91 6.26
H -6.82 17.06 6.10
H -6.99 18.88 5.91
H -5.37 18.03 9.38
H -5.29 19.23 8.02
H -4.93 17.58 7.73
S -12.29 11.66 12.94
C -12.34 13.25 12.49
N -12.46 14.41 12.18
S -10.30 13.73 8.55
C -9.92 12.26 9.34
N -9.32 11.95 10.50
C -9.33 10.50 10.75
C -9.80 9.93 9.37
N -10.33 11.12 8.76
H -8.91 12.64 11.15
H -9.92 10.20 11.60
H -8.30 10.19 11.06
H -10.53 9.12 9.46
H -8.92 9.52 8.87
H -10.84 11.12 7.87
C -12.54 17.69 6.69
C -14.00 17.71 6.54
C -14.71 16.60 5.79
C -14.43 19.09 5.96
O -14.60 17.75 7.84
P -14.43 16.70 9.11
O -15.10 15.36 8.86
O -12.93 16.60 9.59
O -15.24 17.64 10.16
C -16.34 17.54 11.05
C -16.46 18.95 11.67
C -17.48 17.19 10.12
C -16.06 16.42 12.07
H -12.07 17.74 5.70
H -12.25 16.80 7.30
H -12.18 18.53 7.29
H -14.46 16.49 4.72
H -15.81 16.72 5.93
H -14.49 15.68 6.35
H -14.19 19.27 4.89
H -14.07 19.93 6.56
H -15.56 19.21 6.00
H -16.74 19.63 10.82
H -15.52 19.28 12.14
H -17.24 19.09 12.51
H -17.46 17.73 9.14
H -18.52 17.35 10.51
H -17.49 16.11 9.93
H -15.18 16.59 12.66
H -15.97 15.40 11.63
H -16.89 16.33 12.76
```

## Properties
* total charge: -1
* HOMO energy (spin up / spin down): -5.12 / -5.13 eV
* spin multiplicity: 7
* gap between HOMO and LUMO (spin up / spin down): 6.23 / 6.25 eV
* F_max: 3.09 eV/Å

Mulliken population analysis, charges in e, atoms 1 to 8: atom 1 (Eu): 0.413, atom 2 (C): -1.411, atom 3 (C): 0.013, atom 4 (C): -1.007, atom 5 (C): -1.040, atom 6 (C): 0.981, atom 7 (C): -0.820, atom 8 (C): 0.238

***

A 6-piece molecular cluster, C60H77BrI2O5S overall at a distorted geometry, computed with the ωB97M-V functional and the def2-TZVPD basis.

```
146
C60H77BrI2O5S the ωB97M-V functional and the def2-TZVPD basis
C 0.56 -3.05 -0.06
C -0.61 -2.11 0.30
C -1.32 -1.25 -0.76
Br -2.30 0.08 0.36
C -0.50 -0.58 -1.93
C 0.96 -0.26 -1.52
C 1.21 0.52 -0.24
C 2.05 -0.05 0.72
C 2.37 0.62 1.91
C 1.88 1.89 2.18
C 2.23 2.57 3.48
C 1.08 2.49 1.21
C 0.76 1.81 0.02
O -1.14 0.73 -2.07
S -0.81 1.73 -3.24
O 0.50 2.30 -3.22
O -1.87 2.69 -3.22
C -1.12 0.69 -4.62
C -0.41 -0.67 -4.61
C -1.03 -1.39 -5.84
C -2.52 -1.53 -5.98
O -3.37 -1.43 -5.19
I -3.12 -2.01 -8.04
C 1.11 -0.69 -4.95
C 1.77 0.00 -6.16
C 1.72 -0.77 -7.49
I 1.47 2.10 -6.49
C -0.54 -1.45 -3.24
C -1.57 -2.59 -3.27
C -1.25 -3.86 -2.46
C -2.01 -5.06 -3.07
C -3.39 -5.29 -2.44
C -4.54 -4.59 -3.19
C -5.19 -3.52 -2.32
C -6.24 -2.67 -3.04
C -6.44 -1.32 -2.38
C -5.26 -0.37 -2.60
O -5.18 0.54 -1.52
C -4.62 1.79 -1.84
H 0.93 -2.99 -1.08
H 0.25 -4.08 0.07
H 1.38 -2.91 0.64
H -1.38 -2.72 0.76
H -0.29 -1.46 1.10
H -2.19 -1.78 -1.14
H 1.55 -1.17 -1.49
H 1.41 0.34 -2.30
H 2.48 -1.04 0.58
H 3.02 0.12 2.63
H 2.13 1.83 4.27
H 1.53 3.36 3.69
H 3.26 2.92 3.50
H 0.69 3.48 1.38
H 0.14 2.33 -0.69
H -2.18 0.52 -4.46
H -1.05 1.23 -5.56
H -0.56 -2.35 -6.05
H -0.77 -0.76 -6.69
H 1.73 -0.51 -4.08
H 1.30 -1.75 -5.14
H 2.83 -0.01 -5.92
H 0.83 -0.55 -8.07
H 2.62 -0.58 -8.05
H 1.73 -1.83 -7.23
H 0.41 -1.98 -3.16
H -1.71 -2.99 -4.27
H -2.55 -2.20 -2.99
H -0.19 -4.08 -2.49
H -1.63 -3.75 -1.45
H -2.06 -4.98 -4.16
H -1.41 -5.94 -2.86
H -3.55 -6.37 -2.39
H -3.41 -4.92 -1.41
H -4.24 -4.22 -4.16
H -5.32 -5.33 -3.39
H -4.43 -2.86 -1.89
H -5.67 -4.03 -1.49
H -5.94 -2.53 -4.08
H -7.19 -3.21 -3.01
H -6.61 -1.40 -1.30
H -7.34 -0.84 -2.79
H -4.35 -0.97 -2.65
H -5.41 0.15 -3.54
H -3.72 1.98 -1.25
H -5.32 2.60 -1.62
H -4.33 1.89 -2.89
C 6.53 2.56 7.81
C 7.17 3.03 6.67
C 6.73 2.64 5.41
C 5.65 1.77 5.29
C 5.01 1.30 6.43
C 5.45 1.69 7.68
H 6.87 2.87 8.79
H 8.02 3.70 6.76
H 7.24 3.01 4.53
H 5.31 1.47 4.31
H 4.17 0.62 6.33
H 4.95 1.32 8.57
C -6.98 3.83 -4.91
C -6.99 5.18 -5.24
C -7.57 6.10 -4.38
C -8.14 5.68 -3.19
C -8.14 4.33 -2.86
C -7.56 3.41 -3.72
H -6.52 3.11 -5.58
H -6.55 5.51 -6.17
H -7.58 7.15 -4.64
H -8.59 6.40 -2.52
H -8.59 4.00 -1.93
H -7.55 2.36 -3.46
C -1.11 -10.89 -1.37
C -2.33 -11.42 -0.95
C -3.36 -10.58 -0.56
C -3.18 -9.21 -0.59
C -1.97 -8.67 -1.00
C -0.93 -9.52 -1.39
H -0.31 -11.55 -1.67
H -2.46 -12.50 -0.92
H -4.30 -11.00 -0.24
H -3.99 -8.55 -0.29
H -1.82 -7.60 -1.02
H 0.01 -9.10 -1.72
C 9.71 6.61 3.36
C 9.37 7.68 4.18
C 9.38 7.52 5.56
C 9.74 6.30 6.12
C 10.08 5.24 5.30
C 10.07 5.39 3.92
H 9.71 6.74 2.28
H 9.08 8.63 3.75
H 9.11 8.35 6.20
H 9.75 6.18 7.19
H 10.36 4.28 5.73
H 10.34 4.56 3.28
C 2.94 5.03 9.77
C 4.01 4.15 9.75
C 4.24 3.32 10.84
C 3.39 3.36 11.94
C 2.32 4.24 11.95
C 2.09 5.08 10.87
H 2.76 5.68 8.92
H 4.67 4.12 8.90
H 5.07 2.63 10.82
H 3.57 2.71 12.78
H 1.66 4.28 12.81
H 1.26 5.77 10.88
```

## Properties
* HOMO energy: -8.72 eV
* spin multiplicity: 1
* gap between HOMO and LUMO: 8.82 eV
* F_max: 2.31 eV/Å

Mulliken population analysis, charges in e, atoms 1 to 8: atom 1 (C): -1.829, atom 2 (C): -1.391, atom 3 (C): -0.972, atom 4 (Br): -0.094, atom 5 (C): 2.679, atom 6 (C): -1.621, atom 7 (C): -0.457, atom 8 (C): -0.626

***

One molecule with the formula C6H11N3O at a distorted geometry, computed with the ωB97M-V functional and the def2-TZVPD basis.

```
21
C6H11N3O the ωB97M-V functional and the def2-TZVPD basis
C -2.62 1.24 -0.21
C -1.31 0.81 0.49
N -0.70 -0.43 -0.03
C -1.54 -1.58 -0.16
O 0.62 -0.82 0.97
N 1.69 -0.33 0.35
C 2.33 -0.91 -0.71
C 3.47 -0.17 -0.93
N 3.53 0.82 0.03
C 2.43 0.74 0.73
H -2.84 2.37 -0.01
H -2.49 1.22 -1.24
H -3.45 0.74 0.23
H -0.69 1.64 0.29
H -1.55 0.74 1.62
H -2.37 -1.17 -0.66
H -0.88 -2.34 -0.62
H -1.92 -2.00 0.80
H 1.73 -1.64 -1.15
H 4.40 -0.47 -1.30
H 2.17 1.52 1.51
```

## Properties
* HOMO energy: -8.67 eV
* spin multiplicity: 1
* gap between HOMO and LUMO: 9.30 eV
* F_max: 3.48 eV/Å

natural (NBO) population analysis, charges in e, atoms 1 to 8: atom 1 (C): -0.618, atom 2 (C): -0.255, atom 3 (N): -0.137, atom 4 (C): -0.444, atom 5 (O): -0.256, atom 6 (N): -0.057, atom 7 (C): -0.109, atom 8 (C): -0.111

***

Question: Look up the spin multiplicity of the first one.
Answer: 1